Below is a 12-piece molecular cluster, C44H76N4O20 overall in a non-equilibrium geometry, with properties calculated with ωB97M-V with the def2-TZVPD basis set.

2S+1	2
M	981.10	g mol⁻¹
gap between HOMO and LUMO (spin up / spin down)	1.37 / 9.10	eV
electronic energy	-3445.96981	Eh
HOMO energy (spin up / spin down)	0.438 / -7.241	eV
total charge	-1
LUMO level (spin up / spin down)	1.81 / 1.85	eV

Last column: Mulliken charge in e.
Element x y z (Å)
H -2.909 -5.087 -1.183  0.72
H 3.191 -4.575 -2.105  0.42
C 0.536 1.808 3.658  1.01
C 2.736 3.631 -0.580  -0.31
H -1.874 -4.084 -2.081  -0.69
H -0.205 -4.081 -0.465  -0.73
C 4.085 2.864 -0.397  0.25
C -1.521 7.566 -0.303  -0.45
O -4.015 0.701 3.371  -0.32
H 1.971 0.609 2.761  -0.68
O 5.224 3.429 -0.343  -0.65
H -1.462 1.147 0.193  -0.17
H -1.996 8.227 0.421  0.29
O 1.563 1.132 5.742  -0.17
H -1.002 -0.752 0.806  -0.02
H -1.775 -1.303 -3.363  0.31
H 6.073 1.080 -0.296  0.45
C 1.579 3.939 -5.951  0.46
N 3.939 1.572 -0.310  0.71
C 4.109 -2.772 -2.803  -1.09
C 2.574 -4.846 2.561  0.06
C 1.999 1.451 3.453  1.08
O -4.873 0.800 -1.545  -0.76
O -0.166 -2.839 4.210  -0.18
C 1.268 2.986 -3.779  1.15
H 3.349 -0.666 -2.892  -0.48
O -2.069 0.439 2.400  -0.47
H -2.461 3.196 3.719  0.23
O -2.944 -0.321 -1.933  0.08
C -2.459 -1.566 -2.556  -0.14
H 2.716 -4.956 1.486  0.04
C 0.337 6.120 0.185  -0.01
O 0.320 -7.877 -1.315  -0.59
C -0.004 -2.632 5.595  -0.49
H -1.491 -4.614 0.666  0.24
H 0.230 7.728 -1.375  0.30
C 3.068 -3.499 -1.980  -0.82
C -3.696 -2.181 -3.130  -0.47
H 4.338 -6.419 1.718  0.32
N -0.062 -0.836 0.446  0.78
H 0.964 -2.184 5.822  0.27
H -4.606 2.385 -2.486  0.39
C 0.310 0.130 -0.345  -0.10
C -0.104 7.540 -0.355  -0.68
H -0.703 -0.888 6.285  0.03
H -6.406 2.328 -5.099  0.34
H 3.110 1.070 -0.593  0.00
H 3.517 3.646 -5.439  0.26
O 0.835 3.847 -4.819  -0.47
H -3.057 -2.398 5.145  0.39
H -4.826 3.685 3.691  0.41
C -1.862 -4.987 -1.470  0.15
C -1.178 -1.840 6.050  -0.53
H -5.514 -1.086 -3.429  0.25
H 1.603 -4.929 3.050  0.11
C 3.402 -1.578 -3.487  0.12
H -2.619 4.346 -3.106  0.32
C -1.023 5.418 0.194  -0.18
H -2.031 2.594 -2.854  0.10
O -2.008 6.222 -0.026  -0.26
O 3.679 -5.394 4.549  -0.51
H -4.911 1.940 4.859  0.33
C -0.925 -4.864 -0.232  0.99
H 6.485 -6.773 3.401  0.28
C -0.633 1.236 -0.509  2.35
C -2.159 -1.820 4.924  0.12
C 5.076 0.640 -0.248  -0.92
H 5.087 0.276 0.779  0.38
C -3.000 2.737 2.890  0.07
H 2.410 3.942 0.412  0.20
H 5.485 -8.019 2.574  0.39
H 3.266 1.934 -3.777  0.37
O 0.715 -3.450 -2.735  -0.98
C 0.999 -1.808 1.011  -0.86
O 2.082 -2.014 -3.505  -0.51
H 2.706 4.525 -1.202  0.62
H -5.307 1.026 -5.412  0.27
H -1.588 -2.133 7.016  0.43
H -2.122 -2.128 -1.686  0.00
H 3.758 -1.313 -4.482  0.50
H -1.953 7.824 -1.270  0.26
H 0.158 2.831 3.642  0.06
C -4.884 -1.376 -2.588  -0.52
H -0.039 2.115 -0.259  -0.38
O 1.227 4.738 -6.781  -0.60
O 1.460 0.212 -0.767  -1.35
H -1.065 1.308 -1.508  -0.82
H 3.257 0.178 4.717  0.42
H -5.869 1.237 -3.779  0.11
H 2.869 -3.797 2.606  0.10
H -5.078 3.005 2.087  0.26
C 2.631 1.065 4.814  -1.04
H -0.075 -3.685 5.868  0.27
C -4.297 -0.157 -2.013  0.13
H -0.711 -5.933 -3.140  0.25
C -4.345 2.723 -4.451  0.59
N -4.094 2.921 -3.172  -0.10
H 0.553 6.330 1.232  0.36
H 2.055 2.905 -1.024  -0.39
H -2.515 -0.833 4.629  -0.30
H -2.623 3.372 2.089  -0.26
H -3.717 -2.054 -4.213  0.35
O -3.766 3.179 -5.432  -0.67
H -3.795 -3.223 -2.827  0.24
C -1.345 -2.515 3.823  0.64
H -0.108 1.146 3.079  -1.01
H 1.255 -2.529 0.234  -0.39
H -5.480 -1.890 -1.835  0.32
N 4.447 -6.398 2.722  0.02
H 2.491 2.201 2.833  0.19
H 4.598 -3.430 -3.521  0.34
H -2.864 3.424 -1.604  0.15
H 0.436 2.316 -3.564  -0.46
O -0.286 -6.111 -0.111  -0.42
C -1.279 -6.222 -2.256  -0.63
O -1.138 4.212 0.114  0.02
H -5.892 1.368 3.492  0.33
H 0.578 -2.535 1.706  0.08
C -0.370 -6.861 -1.235  0.33
H 0.354 8.359 0.200  0.38
H 1.879 1.322 -4.847  0.22
C 0.425 1.603 5.160  0.26
C -2.907 1.251 2.796  0.53
C 5.503 -7.242 3.338  -1.08
C 2.683 3.011 -5.736  -0.56
O -1.720 -2.838 2.703  -0.57
C -4.906 1.726 3.790  -0.69
H 4.951 -2.372 -2.237  0.55
H 3.068 -3.212 -0.929  0.04
C -4.534 2.876 3.022  -0.59
H 5.001 -0.263 -0.853  -0.15
H 1.463 3.599 -2.899  -0.39
H 1.819 -1.163 1.326  0.42
H -2.149 -6.846 -2.463  0.33
H 1.205 5.609 -0.231  -0.16
H 2.836 2.305 -6.553  0.38
C 2.456 2.166 -4.469  -0.39
C -2.795 3.354 -2.690  -0.62
H 3.316 1.887 5.022  0.35
O -0.527 1.959 5.838  -0.54
H 5.224 -7.753 4.260  0.32
C 3.549 -5.618 3.329  -0.19
C 1.822 -2.939 -2.599  1.87
C -5.565 1.784 -4.671  -0.82